Density functional theory data (ωB97M-V with the def2-TZVPD basis set) for a cluster of 16 separate species, C52H112O16 in total.

Results
- LUMO energy (Ha) = 0.0203
- DFT total energy (eV) = -88492.0956
- relative energy (zero: lowest compared OMol25 entry of this formula, charge and spin) (kJ/mol) = 81.6
- Kohn-Sham gap (eV) = 9.680
- HOMO energy (eV) = -9.129

CARTESIAN COORDINATES (ANGSTROEM)
O 8.93 5.48 24.32
O 10.12 3.53 22.99
O 13.46 10.47 18.86
O 12.69 4.02 22.11
O 9.94 7.32 20.63
O 6.06 5.43 20.98
O 6.92 7.95 15.70
O 9.15 -0.23 18.47
O 12.96 9.36 21.68
O 15.56 8.03 24.07
O 12.75 7.50 15.39
O 6.09 9.59 21.41
O 13.98 4.84 15.48
O 7.90 11.67 21.11
O 9.32 4.07 15.09
O 10.70 11.78 15.64
C 4.98 10.21 20.77
C 9.73 2.30 22.41
C 3.71 5.26 20.33
C 15.97 7.61 22.77
C 12.74 11.11 23.21
C 13.19 4.68 17.74
C 16.62 8.71 24.70
C 9.32 6.05 20.22
C 15.46 9.11 18.75
C 8.53 0.14 19.69
C 5.23 5.70 22.15
C 14.56 11.34 18.79
C 9.18 6.16 18.65
C 14.40 5.02 16.87
C 7.82 5.92 25.17
C 17.38 9.33 23.57
C 8.60 3.00 14.56
C 7.57 1.31 17.86
C 7.05 3.42 14.43
C 6.97 9.34 13.78
C 5.16 4.86 19.95
C 17.34 8.28 22.41
C 10.85 7.65 19.58
C 13.35 4.83 23.02
C 9.65 6.57 23.86
C 7.06 4.67 15.36
C 8.68 7.70 23.83
C 6.64 8.71 20.42
C 13.16 8.62 14.60
C 11.04 13.13 15.82
C 12.03 9.89 23.82
C 12.88 3.93 15.45
C 7.96 7.42 25.14
C 10.28 12.28 17.93
C 6.12 8.37 14.57
C 15.70 10.52 19.40
C 7.33 0.98 19.29
C 13.94 9.08 18.82
C 13.70 10.41 22.25
C 10.35 13.59 17.12
C 9.25 11.42 21.31
C 7.97 9.86 14.84
C 5.43 10.47 19.29
C 3.78 5.19 21.89
C 8.12 8.64 15.70
C 12.17 8.83 22.74
C 12.13 4.05 16.79
C 10.90 11.24 16.98
C 10.02 7.42 18.32
C 6.58 9.50 19.09
C 8.33 0.12 17.37
C 8.46 5.18 15.11
H 16.69 10.88 19.09
H 13.49 3.95 18.46
H 12.75 5.52 18.35
H 10.51 10.22 17.10
H 7.90 7.43 23.09
H 7.67 -0.69 17.06
H 5.83 7.52 13.94
H 6.07 7.75 20.38
H 9.35 8.26 18.18
H 12.64 9.64 24.68
H 17.30 7.97 25.24
H 15.87 9.17 17.76
H 14.78 11.55 17.73
H 8.61 7.75 25.96
H 5.45 5.27 18.98
H 14.24 8.73 14.63
H 15.12 7.81 22.10
H 3.44 6.26 19.96
H 18.33 9.77 23.78
H 8.76 5.90 15.91
H 6.44 10.18 13.25
H 12.73 9.51 15.05
H 11.96 11.14 17.16
H 3.09 5.78 22.45
H 7.37 11.01 21.56
H 13.19 6.69 15.13
H 9.02 2.66 13.59
H 16.83 10.17 23.16
H 9.44 3.99 23.48
H 14.04 11.03 21.39
H 8.19 -0.71 20.29
H 13.44 8.60 18.00
H 5.25 6.76 22.22
H 12.74 8.60 13.60
H 9.17 2.45 21.43
H 9.32 0.64 20.25
H 9.00 0.29 16.50
H 10.69 13.65 14.91
H 14.76 6.05 16.95
H 12.00 11.71 22.63
H 8.24 8.90 16.76
H 6.95 4.19 16.35
H 17.31 8.74 21.40
H 5.82 11.49 19.16
H 8.44 5.72 14.13
H 12.65 5.60 23.44
H 7.50 10.10 19.04
H 11.28 4.71 16.66
H 10.81 12.36 18.90
H 8.18 6.30 18.31
H 15.20 4.32 17.10
H 13.25 2.91 15.20
H 10.15 6.24 22.97
H 6.50 8.85 18.25
H 9.64 5.29 18.21
H 14.32 12.27 19.32
H 7.11 1.73 19.98
H 15.67 10.65 20.47
H 10.68 1.81 22.26
H 9.21 12.01 18.08
H 12.63 7.87 23.11
H 7.69 10.74 15.45
H 4.70 11.08 21.40
H 9.17 1.67 23.10
H 14.58 10.01 22.79
H 10.42 6.71 24.61
H 4.13 9.52 20.86
H 5.80 5.22 22.95
H 6.84 5.56 24.77
H 8.64 2.17 15.27
H 9.53 11.24 22.39
H 15.92 8.30 19.30
H 6.45 2.61 14.76
H 5.29 3.79 19.92
H 6.68 1.60 17.28
H 6.74 3.66 13.38
H 9.83 12.26 20.88
H 16.12 6.52 22.78
H 9.33 13.94 17.06
H 13.91 4.26 23.81
H 7.67 8.41 20.72
H 8.24 2.20 17.78
H 12.13 13.15 15.98
H 6.31 5.44 15.20
H 9.17 8.68 23.69
H 8.36 5.99 20.74
H 16.24 9.46 25.39
H 10.62 7.39 17.36
H 9.56 10.51 20.75
H 7.83 5.50 26.18
H 13.10 11.76 23.95
H 12.20 4.17 14.60
H 13.65 8.65 19.79
H 14.12 5.35 22.47
H 5.22 8.84 14.95
H 11.18 8.63 22.35
H 8.92 10.17 14.47
H 10.98 10.03 24.10
H 7.00 7.89 25.13
H 4.62 10.27 18.61
H 3.14 4.48 19.78
H 10.04 5.26 20.54
H 6.39 0.32 19.37
H 11.12 8.67 19.72
H 8.89 8.02 15.35
H 18.23 7.58 22.48
H 3.66 4.13 22.12
H 11.01 14.32 17.65
H 11.81 3.83 22.51
H 11.78 7.08 19.66
H 11.79 3.08 17.18
H 7.54 8.82 13.00